A 4-piece molecular cluster, C26H59BrIN2 overall, computed with ωB97M-V/def2-TZVPD.

Geometry as ORCA input:
```
! wB97M-V def2-TZVPD RIJCOSX def2/J DEFGRID3
* xyz 1 1
I 0.13 -0.32 -4.24
Br -4.01 2.23 -5.57
N -5.09 0.17 -2.16
N -2.77 0.22 -3.99
C 7.32 0.11 3.03
C -4.24 1.45 1.15
C 1.37 -3.17 -1.76
C -1.49 1.07 -4.04
C -2.81 -0.69 -2.76
C 4.45 -1.02 2.62
C -4.51 2.48 2.24
C -4.23 -1.00 -2.29
C -4.63 1.40 -2.81
C -1.28 2.07 -2.91
C -1.81 3.48 -3.18
C 3.81 -3.73 0.04
C 7.32 2.62 3.51
C 5.00 0.22 1.92
C -2.79 1.42 0.67
C -3.72 2.26 3.53
C 7.03 1.21 4.04
C 0.24 -3.44 -0.78
C 2.31 -4.36 -1.96
C 3.02 -4.82 -0.68
C -3.90 0.89 4.17
C 6.51 0.20 1.73
C 4.92 -3.12 -0.81
C -4.11 0.93 -4.16
C -5.34 0.58 4.56
C -5.79 2.37 -2.92
H -4.69 -1.75 -2.95
H 6.81 1.09 1.17
H -2.65 0.68 -0.12
H 2.29 -5.25 0.01
H -4.02 3.03 4.25
H -1.33 4.18 -2.50
H -4.53 0.46 1.50
H 0.61 -3.65 0.23
H -3.81 1.89 -2.27
H -6.51 2.04 -3.68
H 1.94 -2.30 -1.43
H -2.49 2.40 0.29
H -2.11 1.16 1.48
H -1.67 1.68 -1.97
H 4.25 -4.16 0.94
H -1.53 1.56 -5.00
H 4.71 1.11 2.49
H -5.35 0.35 -1.20
H 8.38 0.13 2.77
H -4.89 1.68 0.30
H -4.11 -1.48 -1.32
H -2.30 -1.61 -3.03
H -5.58 2.48 2.47
H 8.36 2.71 3.19
H -2.89 3.58 -3.05
H -2.23 -0.20 -1.99
H 7.63 1.04 4.93
H -0.36 -4.30 -1.09
H 3.14 -2.94 0.38
H -0.43 -2.58 -0.69
H 5.48 -2.37 -0.25
H -6.31 2.41 -1.97
H -0.20 2.14 -2.77
H 6.78 -0.66 1.10
H -2.65 2.44 3.34
H 1.74 -5.20 -2.37
H 7.15 -0.86 3.50
H -6.00 0.55 3.69
H -5.41 -0.39 5.05
H 7.14 3.37 4.28
H 4.53 -2.63 -1.70
H 3.70 -5.64 -0.94
H -3.27 0.84 5.06
H 5.63 -3.88 -1.14
H -3.52 0.11 3.50
H 4.52 0.32 0.94
H 0.94 -2.90 -2.73
H -4.29 3.48 1.86
H 4.72 -1.92 2.06
H -2.68 -0.39 -4.80
H -5.46 3.37 -3.18
H -1.58 3.80 -4.20
H 3.37 -0.99 2.71
H 4.86 -1.13 3.63
H 3.05 -4.10 -2.72
H 5.99 1.15 4.37
H -5.73 1.33 5.24
H -4.78 0.16 -4.54
H 6.69 2.86 2.65
*
```

Properties
- gap between HOMO and LUMO (eV) = 9.2
- E_HOMO (eV) = -12.3
- E_LUMO (eV) = -3.13

***

A 7-piece molecular cluster, C26H59F5O9 overall, computed with ωB97M-V/def2-TZVPD.

Geometry as ORCA input:
```
! wB97M-V def2-TZVPD RIJCOSX def2/J DEFGRID3
* xyz 0 1
F 0.00 3.01 -4.58
F 1.97 2.32 -3.91
F 0.23 0.51 -2.18
F -1.18 2.11 -2.51
F 0.78 2.54 -1.72
O 1.00 -2.32 -4.39
O -7.84 -1.42 -4.34
O -2.22 -1.35 -6.39
O 8.16 0.63 2.51
O 1.64 3.30 5.45
O 1.58 -0.14 -4.55
O 2.36 3.67 9.23
O 2.70 -0.89 1.00
O -4.60 -3.12 -1.87
C -0.05 3.54 9.43
C 1.51 -1.43 -5.00
C 1.15 2.63 3.18
C 0.67 1.97 -4.03
C 1.37 2.18 4.61
C 8.65 0.61 1.17
C -3.44 -0.99 -5.74
C -9.67 -0.07 -3.49
C 0.55 0.76 -4.96
C -4.18 -4.61 0.00
C 1.35 1.50 8.96
C 9.85 1.54 1.02
C -5.15 -3.65 -0.67
C 3.21 -0.72 -1.36
C -6.50 -4.30 -0.95
C -0.86 0.16 -4.98
C -8.17 -0.32 -3.49
C 4.95 -0.23 0.39
C -1.22 -0.36 -6.37
C 1.29 2.85 9.66
C -3.61 -1.71 -4.40
C -7.63 -0.54 -2.09
C 0.11 1.77 -2.58
C 8.98 -0.81 0.74
C 2.49 1.15 4.71
C 3.73 -1.06 0.02
H 2.63 0.84 5.75
H 9.58 2.55 1.33
H -0.96 -0.63 -4.23
H -3.23 -4.12 0.20
H -8.09 -1.43 -1.64
H -0.88 2.94 9.79
H -4.28 -2.57 -4.51
H 5.76 -0.38 -0.33
H -3.99 -5.47 -0.65
H -9.93 0.79 -2.88
H 7.83 0.99 0.56
H 0.55 0.83 9.29
H 2.31 1.02 9.13
H -4.04 -1.04 -3.65
H 8.86 0.30 3.08
H 3.99 -2.12 0.06
H -1.48 0.49 -7.03
H 2.02 -1.59 -5.96
H 9.78 -1.22 1.37
H 0.34 3.36 3.12
H -8.26 -2.20 -3.98
H -4.58 -4.99 0.95
H 2.90 0.33 -1.40
H 8.11 -1.45 0.85
H -0.07 4.50 9.94
H -0.33 -0.83 -6.82
H -7.83 0.31 -1.44
H 2.26 3.81 8.28
H -4.24 -1.29 -6.43
H -7.16 -3.58 -1.44
H -6.38 -5.15 -1.63
H 0.77 1.15 -5.97
H 2.05 3.10 2.79
H -4.45 -3.86 -2.48
H -3.52 0.10 -5.63
H -1.56 0.95 -4.69
H 0.44 1.75 5.00
H -6.55 -0.72 -2.11
H 2.44 0.04 0.99
H 3.97 -0.88 -2.13
H 0.90 1.79 2.53
H -6.97 -4.66 -0.04
H 5.31 -0.48 1.38
H 10.21 1.57 0.00
H 2.27 0.28 4.10
H 1.25 1.66 7.88
H -2.64 -2.04 -4.04
H -0.19 3.73 8.36
H 10.67 1.20 1.67
H -10.03 0.09 -4.50
H 2.33 -1.32 -1.61
H -10.19 -0.94 -3.09
H -7.66 0.54 -3.94
H 3.43 1.59 4.37
H -5.30 -2.78 -0.02
H 2.45 3.72 5.14
H 9.32 -0.84 -0.30
H 1.44 2.71 10.73
H 4.69 0.84 0.40
*
```

Properties
- gap between HOMO and LUMO (eV) = 10.5
- SMILES string = CCOCC[C@H](OC=O)C(F)(F)C(F)(F)F.CC(C)O.CC(C)O.CC(C)O.CC(C)O.CC(C)O.CC(C)O
- E_HOMO (eV) = -9.9
- E_LUMO (eV) = 0.64
- ΔE to the lowest compared entry with this formula, charge and spin (eV) = 0.000

***

A 7-piece molecular cluster, C26H59NO11S4 overall, computed with ωB97M-V/def2-TZVPD.

Geometry as ORCA input:
```
! wB97M-V def2-TZVPD RIJCOSX def2/J DEFGRID3
* xyz 0 1
S 13.23 2.97 -11.37
S 18.95 -3.00 -18.01
S 19.98 -4.54 -12.69
S 7.99 -4.03 -16.63
O 18.86 -2.06 -16.89
O 13.16 2.42 -12.71
O 15.83 0.95 -13.96
O 12.28 -4.63 -13.24
O 11.37 0.47 -13.54
O 20.82 -5.66 -13.10
O 7.51 -5.23 -15.99
O 18.68 -4.83 -12.15
O 20.18 -3.64 -18.37
O 13.54 4.35 -11.18
O 7.09 -2.91 -16.89
N 13.37 -1.92 -13.97
C 19.82 -3.37 -14.00
C 10.12 0.59 -14.23
C 20.79 -2.23 -13.65
C 15.73 -2.32 -14.33
C 18.37 -2.07 -19.42
C 10.39 -4.30 -17.78
C 9.29 1.68 -13.52
C 20.99 -3.51 -11.56
C 14.80 0.11 -14.43
C 14.26 1.87 -10.38
C 14.70 -1.30 -13.83
C 12.15 2.30 -9.08
C 16.96 -2.59 -19.71
C 9.36 -3.36 -15.76
C 10.97 -6.05 -11.90
C 10.43 -3.12 -16.80
C 17.02 -4.10 -19.44
C 17.06 0.79 -14.61
C 20.79 -2.10 -12.13
C 17.56 -4.17 -18.01
C 13.14 -4.98 -11.01
C 13.33 1.32 -9.30
C 11.90 -4.86 -11.88
C 8.90 -4.43 -18.12
C 11.70 2.58 -10.53
C 10.39 0.85 -15.71
H 18.63 -1.03 -19.31
H 11.10 -4.24 -18.61
H 13.58 -3.99 -10.88
H 12.81 -3.81 -13.31
H 17.71 1.63 -14.35
H 16.89 -3.81 -17.24
H 17.01 0.76 -15.70
H 11.80 1.33 -13.41
H 17.58 -0.12 -14.29
H 16.05 -4.60 -19.48
H 15.64 -2.48 -15.40
H 12.91 -5.26 -9.97
H 14.94 2.52 -9.82
H 10.17 -2.21 -17.37
H 19.98 -3.90 -14.94
H 11.34 1.78 -8.58
H 16.71 -2.33 -20.74
H 14.81 1.17 -10.99
H 18.94 -2.51 -20.24
H 10.32 1.93 -15.85
H 21.56 -1.43 -11.77
H 9.63 -0.36 -14.06
H 16.18 -2.10 -19.13
H 18.00 -5.11 -17.66
H 9.94 -5.74 -12.09
H 11.33 0.40 -16.02
H 11.00 3.40 -10.69
H 12.43 3.19 -8.54
H 8.51 -5.30 -18.64
H 9.75 0.32 -16.43
H 9.08 -2.52 -15.13
H 10.95 -6.56 -10.94
H 14.83 0.10 -15.54
H 17.71 -4.61 -20.11
H 20.66 -3.76 -10.56
H 13.89 0.72 -14.39
H 9.25 1.47 -12.45
H 8.25 1.52 -13.81
H 13.90 -5.64 -11.43
H 21.99 -3.91 -11.76
H 21.82 -2.41 -13.96
H 18.83 -2.93 -13.90
H 9.69 2.67 -13.68
H 14.91 -1.16 -12.77
H 11.15 -6.77 -12.70
H 9.76 -4.11 -15.06
H 11.32 1.63 -10.92
H 12.92 0.36 -9.63
H 11.35 -3.95 -11.61
H 20.52 -1.30 -14.17
H 12.66 -1.24 -13.68
H 13.88 1.10 -8.39
H 16.70 -1.90 -14.03
H 13.20 -2.07 -14.96
H 15.62 -3.21 -13.71
H 8.64 -3.57 -18.75
H 19.78 -1.75 -11.87
H 11.42 -2.78 -16.47
H 10.68 -5.18 -17.20
*
```

Properties
- gap between HOMO and LUMO (eV) = 9.5
- SMILES string = O=S1(=O)CCCC1.O=S1(=O)CCCC1.O=S1(=O)CCCC1.O=S1(=O)CCCC1.COC[C@H](C)N.CC(C)O.CC(C)O
- E_HOMO (eV) = -9.5
- E_LUMO (eV) = 0.04

***

Among the records above, which one has the highest gap between HOMO and LUMO? C26H59F5O9

***

Copy entry 3 word for word.
A 7-piece molecular cluster, C26H59NO11S4 overall, computed with ωB97M-V/def2-TZVPD.

Geometry as ORCA input:
```
! wB97M-V def2-TZVPD RIJCOSX def2/J DEFGRID3
* xyz 0 1
S 13.23 2.97 -11.37
S 18.95 -3.00 -18.01
S 19.98 -4.54 -12.69
S 7.99 -4.03 -16.63
O 18.86 -2.06 -16.89
O 13.16 2.42 -12.71
O 15.83 0.95 -13.96
O 12.28 -4.63 -13.24
O 11.37 0.47 -13.54
O 20.82 -5.66 -13.10
O 7.51 -5.23 -15.99
O 18.68 -4.83 -12.15
O 20.18 -3.64 -18.37
O 13.54 4.35 -11.18
O 7.09 -2.91 -16.89
N 13.37 -1.92 -13.97
C 19.82 -3.37 -14.00
C 10.12 0.59 -14.23
C 20.79 -2.23 -13.65
C 15.73 -2.32 -14.33
C 18.37 -2.07 -19.42
C 10.39 -4.30 -17.78
C 9.29 1.68 -13.52
C 20.99 -3.51 -11.56
C 14.80 0.11 -14.43
C 14.26 1.87 -10.38
C 14.70 -1.30 -13.83
C 12.15 2.30 -9.08
C 16.96 -2.59 -19.71
C 9.36 -3.36 -15.76
C 10.97 -6.05 -11.90
C 10.43 -3.12 -16.80
C 17.02 -4.10 -19.44
C 17.06 0.79 -14.61
C 20.79 -2.10 -12.13
C 17.56 -4.17 -18.01
C 13.14 -4.98 -11.01
C 13.33 1.32 -9.30
C 11.90 -4.86 -11.88
C 8.90 -4.43 -18.12
C 11.70 2.58 -10.53
C 10.39 0.85 -15.71
H 18.63 -1.03 -19.31
H 11.10 -4.24 -18.61
H 13.58 -3.99 -10.88
H 12.81 -3.81 -13.31
H 17.71 1.63 -14.35
H 16.89 -3.81 -17.24
H 17.01 0.76 -15.70
H 11.80 1.33 -13.41
H 17.58 -0.12 -14.29
H 16.05 -4.60 -19.48
H 15.64 -2.48 -15.40
H 12.91 -5.26 -9.97
H 14.94 2.52 -9.82
H 10.17 -2.21 -17.37
H 19.98 -3.90 -14.94
H 11.34 1.78 -8.58
H 16.71 -2.33 -20.74
H 14.81 1.17 -10.99
H 18.94 -2.51 -20.24
H 10.32 1.93 -15.85
H 21.56 -1.43 -11.77
H 9.63 -0.36 -14.06
H 16.18 -2.10 -19.13
H 18.00 -5.11 -17.66
H 9.94 -5.74 -12.09
H 11.33 0.40 -16.02
H 11.00 3.40 -10.69
H 12.43 3.19 -8.54
H 8.51 -5.30 -18.64
H 9.75 0.32 -16.43
H 9.08 -2.52 -15.13
H 10.95 -6.56 -10.94
H 14.83 0.10 -15.54
H 17.71 -4.61 -20.11
H 20.66 -3.76 -10.56
H 13.89 0.72 -14.39
H 9.25 1.47 -12.45
H 8.25 1.52 -13.81
H 13.90 -5.64 -11.43
H 21.99 -3.91 -11.76
H 21.82 -2.41 -13.96
H 18.83 -2.93 -13.90
H 9.69 2.67 -13.68
H 14.91 -1.16 -12.77
H 11.15 -6.77 -12.70
H 9.76 -4.11 -15.06
H 11.32 1.63 -10.92
H 12.92 0.36 -9.63
H 11.35 -3.95 -11.61
H 20.52 -1.30 -14.17
H 12.66 -1.24 -13.68
H 13.88 1.10 -8.39
H 16.70 -1.90 -14.03
H 13.20 -2.07 -14.96
H 15.62 -3.21 -13.71
H 8.64 -3.57 -18.75
H 19.78 -1.75 -11.87
H 11.42 -2.78 -16.47
H 10.68 -5.18 -17.20
*
```

Properties
- gap between HOMO and LUMO (eV) = 9.5
- SMILES string = O=S1(=O)CCCC1.O=S1(=O)CCCC1.O=S1(=O)CCCC1.O=S1(=O)CCCC1.COC[C@H](C)N.CC(C)O.CC(C)O
- E_HOMO (eV) = -9.5
- E_LUMO (eV) = 0.04

***

What is the formula in the first record? C26H59BrIN2

***

Repeat the first record exactly.
A 4-piece molecular cluster, C26H59BrIN2 overall, computed with ωB97M-V/def2-TZVPD.

Geometry as ORCA input:
```
! wB97M-V def2-TZVPD RIJCOSX def2/J DEFGRID3
* xyz 1 1
I 0.13 -0.32 -4.24
Br -4.01 2.23 -5.57
N -5.09 0.17 -2.16
N -2.77 0.22 -3.99
C 7.32 0.11 3.03
C -4.24 1.45 1.15
C 1.37 -3.17 -1.76
C -1.49 1.07 -4.04
C -2.81 -0.69 -2.76
C 4.45 -1.02 2.62
C -4.51 2.48 2.24
C -4.23 -1.00 -2.29
C -4.63 1.40 -2.81
C -1.28 2.07 -2.91
C -1.81 3.48 -3.18
C 3.81 -3.73 0.04
C 7.32 2.62 3.51
C 5.00 0.22 1.92
C -2.79 1.42 0.67
C -3.72 2.26 3.53
C 7.03 1.21 4.04
C 0.24 -3.44 -0.78
C 2.31 -4.36 -1.96
C 3.02 -4.82 -0.68
C -3.90 0.89 4.17
C 6.51 0.20 1.73
C 4.92 -3.12 -0.81
C -4.11 0.93 -4.16
C -5.34 0.58 4.56
C -5.79 2.37 -2.92
H -4.69 -1.75 -2.95
H 6.81 1.09 1.17
H -2.65 0.68 -0.12
H 2.29 -5.25 0.01
H -4.02 3.03 4.25
H -1.33 4.18 -2.50
H -4.53 0.46 1.50
H 0.61 -3.65 0.23
H -3.81 1.89 -2.27
H -6.51 2.04 -3.68
H 1.94 -2.30 -1.43
H -2.49 2.40 0.29
H -2.11 1.16 1.48
H -1.67 1.68 -1.97
H 4.25 -4.16 0.94
H -1.53 1.56 -5.00
H 4.71 1.11 2.49
H -5.35 0.35 -1.20
H 8.38 0.13 2.77
H -4.89 1.68 0.30
H -4.11 -1.48 -1.32
H -2.30 -1.61 -3.03
H -5.58 2.48 2.47
H 8.36 2.71 3.19
H -2.89 3.58 -3.05
H -2.23 -0.20 -1.99
H 7.63 1.04 4.93
H -0.36 -4.30 -1.09
H 3.14 -2.94 0.38
H -0.43 -2.58 -0.69
H 5.48 -2.37 -0.25
H -6.31 2.41 -1.97
H -0.20 2.14 -2.77
H 6.78 -0.66 1.10
H -2.65 2.44 3.34
H 1.74 -5.20 -2.37
H 7.15 -0.86 3.50
H -6.00 0.55 3.69
H -5.41 -0.39 5.05
H 7.14 3.37 4.28
H 4.53 -2.63 -1.70
H 3.70 -5.64 -0.94
H -3.27 0.84 5.06
H 5.63 -3.88 -1.14
H -3.52 0.11 3.50
H 4.52 0.32 0.94
H 0.94 -2.90 -2.73
H -4.29 3.48 1.86
H 4.72 -1.92 2.06
H -2.68 -0.39 -4.80
H -5.46 3.37 -3.18
H -1.58 3.80 -4.20
H 3.37 -0.99 2.71
H 4.86 -1.13 3.63
H 3.05 -4.10 -2.72
H 5.99 1.15 4.37
H -5.73 1.33 5.24
H -4.78 0.16 -4.54
H 6.69 2.86 2.65
*
```

Properties
- gap between HOMO and LUMO (eV) = 9.2
- E_HOMO (eV) = -12.3
- E_LUMO (eV) = -3.13